Record 1
{"formula": "C4H13NOS", "method": "the ωB97M-V functional and the def2-TZVPD basis", "symbols": ["C", "C", "S", "C", "N", "C", "H", "H", "H", "H", "H", "H", "H", "H", "H", "H", "H", "H", "H", "O"], "xyz": [[-0.068, 1.465, -0.295], [-0.790, 0.697, -1.385], [0.314, -0.177, -2.544], [0.865, 0.634, 0.580], [0.227, -0.597, 1.019], [1.063, -1.473, 1.827], [0.549, 2.245, -0.749], [-0.809, 1.958, 0.336], [-1.405, 1.362, -1.975], [-1.484, -0.018, -0.956], [1.101, 0.883, -2.772], [1.835, 0.471, 0.089], [1.107, 1.202, 1.471], [-0.084, -1.128, 0.212], [1.820, -0.913, 2.375], [1.633, -2.184, 1.210], [0.442, -2.042, 2.508], [-2.199, -1.220, 2.705], [-1.300, -0.093, 2.253], [-1.998, -0.302, 2.910]], "homo_energy_ev": -9.303, "orbital_gap_ev": 10.06, "smiles": "CNCCCS.O", "lumo_ev": 0.76, "total_energy_ha": -688.3694, "de_lowest_kcal_mol": 12.13}

Record 2
{"formula": "C4H13NOS", "method": "the ωB97M-V functional and the def2-TZVPD basis", "symbols": ["C", "O", "C", "H", "H", "H", "H", "H", "C", "C", "S", "N", "H", "H", "H", "H", "H", "H", "H", "H"], "xyz": [[-2.415, 1.166, -0.988], [-1.840, -0.132, -1.173], [-1.540, 2.074, -0.152], [-3.394, 1.040, -0.509], [-2.585, 1.532, -1.999], [-1.821, 3.127, -0.219], [-0.512, 1.974, -0.506], [-1.575, 1.803, 0.905], [0.947, -1.316, 0.064], [2.337, -1.117, 0.687], [3.649, -1.870, -0.333], [-0.140, -0.878, 0.944], [0.807, -2.380, -0.140], [0.872, -0.780, -0.880], [2.406, -1.614, 1.656], [2.506, -0.053, 0.856], [3.991, -0.760, -0.943], [-1.602, -0.505, -0.295], [0.062, 0.079, 1.208], [-0.153, -1.390, 1.817]], "homo_energy_ev": -9.168, "orbital_gap_ev": 9.94, "smiles": "NCCS.CCO", "lumo_ev": 0.77, "total_energy_ha": -688.3637, "de_lowest_kcal_mol": 15.73}

Record 3
{"formula": "C4H13NP", "method": "the ωB97M-V functional and the def2-TZVPD basis", "symbols": ["C", "C", "C", "C", "N", "P", "H", "H", "H", "H", "H", "H", "H", "H", "H", "H", "H", "H", "H"], "xyz": [[0.028, -0.952, 1.832], [0.180, 1.540, 1.684], [0.578, -0.902, -2.955], [-0.626, 0.326, 1.519], [-1.909, 0.541, 1.218], [0.066, 0.186, -1.661], [-0.532, -1.784, 1.601], [0.368, -0.892, 2.848], [0.993, -0.938, 1.157], [0.826, 1.317, 0.798], [0.778, 1.567, 2.558], [-0.448, 2.528, 1.604], [-0.357, -1.323, -3.209], [1.272, -1.636, -2.359], [1.117, -0.241, -3.675], [-2.166, 1.483, 0.905], [1.231, 0.966, -1.589], [-2.670, -0.062, 1.080], [-0.583, 1.103, -2.454]], "homo_energy_ev": -12.940, "orbital_gap_ev": 8.61, "lumo_ev": -4.33, "total_energy_ha": -556.0036, "de_lowest_kcal_mol": 44.62, "total_charge": 1}

Record 4
{"formula": "C4H13NSi", "method": "the ωB97M-V functional and the def2-TZVPD basis", "symbols": ["C", "C", "C", "C", "N", "Si", "H", "H", "H", "H", "H", "H", "H", "H", "H", "H", "H", "H", "H"], "xyz": [[-0.469, -1.732, -1.079], [2.021, -1.179, -0.629], [-1.674, 2.513, 0.546], [0.845, -1.207, -1.644], [-0.994, 1.279, 1.075], [-0.367, 1.078, 2.598], [-0.539, -2.742, -0.679], [-0.761, -1.024, -0.271], [-1.117, -1.670, -1.990], [2.934, -1.856, -0.942], [1.655, -1.571, 0.293], [2.357, -0.050, -0.746], [-2.428, 2.268, -0.182], [-2.201, 2.982, 1.375], [-0.991, 3.245, 0.148], [1.179, -1.911, -2.468], [0.558, -0.154, -1.903], [-0.478, 1.885, 3.889], [0.470, -0.154, 2.610]], "homo_energy_ev": -9.129, "orbital_gap_ev": 9.07, "smiles": "CN=[SiH2].CCC", "lumo_ev": -0.06, "total_energy_ha": -504.3314, "de_lowest_kcal_mol": 82.03}

Record 5
{"formula": "C4H13NSi", "method": "the ωB97M-V functional and the def2-TZVPD basis", "symbols": ["C", "C", "C", "C", "N", "Si", "H", "H", "H", "H", "H", "H", "H", "H", "H", "H", "H", "H", "H"], "xyz": [[1.775, -1.383, 0.225], [0.688, 2.167, -0.346], [1.914, 0.160, 0.383], [1.083, 0.914, -0.606], [-1.747, -1.115, -0.580], [-2.570, 0.048, 0.446], [1.718, -1.796, -0.731], [0.780, -1.575, 0.772], [2.504, -1.779, 0.863], [-1.361, 0.782, 0.929], [0.545, 2.591, 0.697], [0.264, 2.962, -0.967], [1.845, 0.709, 1.262], [3.039, 0.244, 0.220], [1.005, 0.437, -1.566], [-2.242, -1.760, -1.146], [-1.046, -0.738, -1.173], [-3.083, -0.837, 1.532], [-3.622, 0.935, 0.105]], "homo_energy_ev": -9.190, "orbital_gap_ev": 10.21, "smiles": "N[SiH3].C=CCC", "lumo_ev": 1.02, "total_energy_ha": -504.3702, "de_lowest_kcal_mol": 57.72}

Record 6
{"formula": "C4H13NSi", "method": "the ωB97M-V functional and the def2-TZVPD basis", "symbols": ["C", "C", "C", "C", "N", "Si", "H", "H", "H", "H", "H", "H", "H", "H", "H", "H", "H", "H", "H"], "xyz": [[-1.971, -0.393, 1.245], [-2.094, 1.547, -0.487], [1.645, 0.717, 0.199], [-1.418, 0.344, 0.076], [1.960, -1.555, -1.449], [2.315, -1.017, 0.099], [-1.660, -1.400, 1.138], [-3.041, -0.405, 1.302], [-1.396, 0.002, 2.145], [-2.516, 1.188, -1.367], [-1.376, 2.398, -0.801], [-2.893, 2.042, 0.147], [1.737, 1.513, -0.464], [0.857, 0.908, 0.898], [-0.604, -0.204, -0.403], [2.657, -2.143, -1.817], [1.880, -0.762, -2.071], [3.903, -0.845, 0.245], [2.014, -1.937, 1.364]], "homo_energy_ev": [-7.152, -9.818], "orbital_gap_ev": [8.19, 9.36], "lumo_ev": [1.03, -0.46], "total_energy_ha": -504.2909, "de_lowest_kcal_mol": 0.00, "spin_multiplicity": 3, "s_squared": 2.008}

Record 7
{"formula": "C4H13O3", "method": "the ωB97M-V functional and the def2-TZVPD basis", "symbols": ["C", "O", "C", "C", "C", "H", "H", "H", "H", "H", "H", "H", "H", "H", "H", "H", "O", "H", "H", "O"], "xyz": [[0.706, 1.215, 1.045], [1.377, 1.384, -0.145], [-0.780, 1.394, 0.528], [-1.164, 0.212, -0.370], [-2.619, -0.375, 0.002], [0.973, 0.202, 1.364], [1.313, 1.945, 1.611], [-0.814, 2.328, -0.083], [-1.445, 1.663, 1.301], [-0.388, -0.494, -0.213], [-1.135, 0.430, -1.412], [-3.252, -0.558, -0.933], [-3.030, 0.364, 0.689], [-2.470, -1.360, 0.545], [2.230, -2.355, -0.477], [0.756, -2.209, -0.665], [1.428, -2.921, -0.484], [2.256, 0.219, -0.295], [3.183, -0.439, -1.400], [2.875, -0.643, -0.608]], "homo_energy_ev": -3.260, "orbital_gap_ev": 7.26, "lumo_ev": 4.00, "total_energy_ha": -385.8839, "de_lowest_kcal_mol": 41.16, "total_charge": -1}

Record 8
{"formula": "C4H13O3PSi", "method": "the ωB97M-V functional and the def2-TZVPD basis", "symbols": ["C", "C", "C", "C", "O", "O", "O", "Si", "P", "H", "H", "H", "H", "H", "H", "H", "H", "H", "H", "H", "H", "H"], "xyz": [[-0.530, -0.718, 1.650], [3.222, -1.453, -0.093], [0.541, 2.528, -0.509], [-3.401, -0.736, -0.539], [-0.604, -0.291, 0.284], [1.762, -1.236, 0.230], [1.305, 1.338, -0.591], [0.750, -0.202, -0.653], [-3.072, 0.695, 0.337], [-0.211, -1.669, 1.792], [-1.461, -0.543, 2.137], [0.206, -0.028, 2.135], [3.361, -2.314, -0.838], [3.783, -1.631, 0.788], [3.575, -0.640, -0.677], [0.730, 2.966, 0.443], [-0.421, 2.235, -0.537], [0.884, 3.085, -1.298], [-3.804, -0.914, -1.504], [-3.630, -1.771, -0.041], [-3.161, 1.651, -0.729], [0.177, -0.353, -1.787]], "homo_energy_ev": -8.676, "orbital_gap_ev": 9.19, "smiles": "CO[SiH](OC)OC.C=P", "lumo_ev": 0.51, "total_energy_ha": -1016.7215, "de_lowest_kcal_mol": 27.19}

Record 9
{"formula": "C4H13O4", "method": "the ωB97M-V functional and the def2-TZVPD basis", "symbols": ["C", "O", "C", "C", "C", "O", "H", "H", "H", "H", "H", "H", "H", "H", "H", "H", "H", "O", "H", "H", "O"], "xyz": [[-0.976, -1.360, 0.504], [-2.476, -1.902, -0.053], [-0.922, -0.049, -0.241], [0.083, 1.001, 0.215], [-0.066, 2.357, -0.549], [1.419, 0.618, 0.113], [-0.012, -1.896, 0.459], [-1.244, -1.176, 1.543], [-0.850, -0.206, -1.321], [-1.817, 0.587, -0.192], [-0.171, 1.261, 1.281], [-0.721, 2.207, -1.417], [0.920, 2.582, -0.946], [-0.578, 3.166, -0.016], [1.678, -0.264, 1.176], [1.404, -0.858, 2.733], [-1.557, -2.446, 0.171], [1.997, -0.917, 1.976], [0.829, -1.508, -2.050], [1.516, -0.331, -1.264], [1.543, -0.866, -2.121]], "homo_energy_ev": -4.522, "orbital_gap_ev": 8.15, "lumo_ev": 3.63, "total_energy_ha": -461.0739, "de_lowest_kcal_mol": 86.98, "total_charge": -1}

Record 10
{"formula": "C4H13O5Tl", "method": "the ωB97M-V functional and the def2-TZVPD basis", "symbols": ["Tl", "O", "H", "C", "C", "O", "O", "H", "H", "H", "H", "H", "H", "C", "C", "O", "O", "H", "H", "H", "H", "H", "H"], "xyz": [[11.558, 21.210, 2.525], [15.970, 19.604, 1.831], [16.697, 19.819, 1.215], [19.039, 16.001, 1.844], [18.965, 16.194, 0.335], [17.678, 16.384, -0.155], [19.276, 17.273, 2.416], [19.879, 15.463, 2.284], [18.168, 15.555, 2.324], [19.154, 15.251, -0.177], [19.690, 16.914, -0.043], [17.240, 17.068, 0.357], [18.435, 17.713, 2.270], [18.131, 23.825, -4.125], [18.628, 22.355, -4.317], [19.498, 22.172, -5.368], [17.862, 24.471, -5.336], [19.050, 24.255, -3.727], [17.497, 24.038, -3.265], [17.774, 21.747, -4.616], [19.064, 21.941, -3.407], [19.189, 22.687, -6.116], [17.200, 25.153, -5.203]], "homo_energy_ev": -14.585, "orbital_gap_ev": 1.74, "lumo_ev": -12.84, "total_energy_ha": -707.9095, "de_lowest_kcal_mol": 74.70, "total_charge": 2}